No. 1
This record from OMol25 describes a structure of composition Cl4Mg. The level of theory is ωB97M-V/def2-TZVPD.

ORCA input file:
```
! RIJCOSX wB97M-V def2-TZVPD def2/J DEFGRID3
* xyz -2 1
Cl 13.37146 -9.18926 -17.72534
Cl 12.69744 -10.42795 -14.03255
Cl 15.60533 -11.94082 -16.03625
Cl 15.78017 -8.15455 -14.90559
Mg 14.36582 -9.92268 -15.66304
*
```

Values from the calculation:
* LUMO: 6.37 eV
* orbital gap: 8.7 eV
* relative energy (zero: lowest compared OMol25 entry of this formula, charge and spin): 0.0 kcal per mole
* total energy: -2041.1825 Ha


No. 2
This record from OMol25 describes a cluster of 7 separate species, C16H50N4O7 in total in a non-equilibrium geometry. The level of theory is ωB97M-V/def2-TZVPD.

ORCA input file:
```
! RIJCOSX wB97M-V def2-TZVPD def2/J DEFGRID3
* xyz 0 1
O 6.08521 26.93241 -15.76666
O 3.09601 34.07980 -14.17074
O 3.05352 33.25986 -10.49748
O 0.07528 29.39162 -8.34487
O 7.36581 33.49280 -5.12536
O 9.03979 34.40969 -17.27354
O -0.69584 33.56163 -3.35915
N 1.89357 32.43908 -5.71397
N 6.28995 34.35178 -7.72306
N 7.63106 35.42928 -14.01475
N 5.79519 30.04600 -13.90003
C 8.42940 34.17809 -15.98696
C 5.30612 28.85826 -14.59880
C -0.00368 33.43951 -2.09094
C 7.00718 35.27052 -6.92387
C 1.20380 33.32355 -4.89482
C 0.74828 34.51172 -5.72604
C 6.73646 26.28115 -16.85390
C 7.66223 33.24404 -3.79272
C 9.53027 36.30094 -15.19653
C 8.27956 35.55984 -15.31613
C 9.10725 33.31850 -18.17657
C -0.11875 32.66193 -4.27075
C 6.95633 34.86037 -5.42853
C 6.41839 28.26030 -15.43937
C 6.44300 36.69021 -7.21309
C 4.05192 29.21194 -15.38236
H 0.39662 35.27289 -5.02957
H 7.39291 33.85117 -16.07011
H 2.21557 31.60895 -5.23722
H 7.79025 26.55854 -16.82757
H 8.26453 32.33653 -3.75076
H 8.25460 34.09483 -3.45601
H 7.56260 35.54907 -4.84013
H 5.03819 30.17912 -13.24479
H 7.21188 37.44923 -7.06880
H 5.09287 28.16488 -13.78526
H -0.16052 34.36779 -6.31038
H 6.75663 33.08002 -3.20871
H 6.05855 36.79882 -8.22724
H 9.86446 36.29001 -16.23398
H 8.22059 32.69924 -18.04070
H 4.19073 30.06439 -16.04731
H 3.80589 28.39092 -16.05578
H 6.85491 34.16846 -8.53995
H 9.18483 33.61774 -15.43611
H 3.01658 33.89668 -13.23459
H 10.04491 32.79087 -18.00194
H 8.02649 35.18453 -7.30032
H 2.20253 34.00657 -14.50625
H 2.74720 32.97069 -5.80775
H 9.21252 33.68656 -19.19712
H 7.66875 36.28344 -15.85595
H 6.47345 28.67094 -16.44755
H 6.39456 26.69861 -17.80097
H 6.56171 33.53625 -7.19282
H 0.91909 29.04216 -8.63135
H 0.03718 31.65481 -3.88412
H 5.84181 30.88252 -14.46408
H -0.90080 32.42934 -4.99353
H 2.53984 32.79329 -9.83818
H 3.82060 33.57921 -10.02226
H 1.53547 34.89570 -6.37490
H 7.33758 28.52969 -14.91914
H -0.44720 32.65209 -1.48154
H -0.22811 34.41367 -1.65650
H 6.57979 25.20400 -16.79667
H 3.19248 29.32339 -14.72125
H 5.69428 36.96438 -6.46989
H 8.04566 34.69786 -13.45509
H 1.87906 33.68592 -4.11970
H 9.36448 37.24319 -14.67425
H 6.67988 35.11173 -14.13517
H 0.30115 30.10817 -7.75177
H 1.07601 33.28996 -2.09461
H 10.19963 35.77268 -14.51756
H 5.95837 34.89832 -4.99178
*
```

Values from the calculation:
* structure (SMILES): COC[C@H](C)N.COC[C@H](C)N.COC[C@H](C)N.COC[C@H](C)N.O.O.O
* LUMO: 0.29 eV
* orbital gap: 9.6 eV
* relative energy (zero: lowest compared OMol25 entry of this formula, charge and spin): 77.3 kcal per mole
* total energy: -1385.1173 Ha


No. 3
This record from OMol25 describes a structure of composition C4H11N2 in a non-equilibrium geometry. The level of theory is ωB97M-V/def2-TZVPD.

ORCA input file:
```
! RIJCOSX wB97M-V def2-TZVPD def2/J DEFGRID3
* xyz 1 1
N 0.81885 1.31952 2.38301
N -0.65661 -0.41893 -1.03955
C -0.09506 1.11149 0.71282
C 1.22691 1.72241 1.11541
C -0.24364 -0.35513 0.39220
C -0.60345 -1.76131 -1.74026
H 1.29538 2.77507 1.11100
H -0.75135 -2.57259 -1.02492
H -1.20073 -0.62212 0.83550
H -1.62706 -0.19381 -1.05029
H 1.15922 0.37790 2.64686
H -0.22486 0.25580 -1.57182
H -1.03130 1.65489 0.96088
H -1.27263 -1.69229 -2.63387
H 0.51476 -1.72707 -2.03007
H 0.62517 -1.07729 0.38606
H 2.06639 1.20344 0.54703
*
```

Values from the calculation:
* LUMO: -3.85 eV
* orbital gap: 9.8 eV
* relative energy (zero: lowest compared OMol25 entry of this formula, charge and spin): 105.1 kcal per mole
* total energy: -268.1373 Ha


No. 4
This record from OMol25 describes a cluster of 2 separate species, C3H12N3O in total in a non-equilibrium geometry. The level of theory is ωB97M-V/def2-TZVPD.

ORCA input file:
```
! RIJCOSX wB97M-V def2-TZVPD def2/J DEFGRID3
* xyz 1 1
O 1.73991 -0.09767 -2.09403
N 0.59350 0.03068 0.57914
N 0.15973 -1.91536 -0.52644
N -1.06480 -1.30366 1.42788
C -1.13326 1.74564 0.03562
C 0.00231 1.31328 1.00682
C -0.15965 -1.09039 0.46014
H 1.23039 0.19771 -0.19861
H -0.89767 1.44021 -0.98065
H 2.56689 0.38193 -2.03514
H -0.37565 1.24594 2.03898
H -0.23663 -2.82603 -0.34761
H -0.63590 -1.31164 2.34755
H -1.18411 2.82210 -0.08535
H 0.80962 2.03852 1.00627
H -1.81087 -1.98117 1.36732
H -2.12510 1.33513 0.23410
H 0.84150 -1.66094 -1.22711
H 1.67978 -0.36428 -3.00890
*
```

Values from the calculation:
* LUMO: -3.02 eV
* orbital gap: 11.3 eV
* relative energy (zero: lowest compared OMol25 entry of this formula, charge and spin): 17.9 kcal per mole
* total energy: -360.8062 Ha


No. 5
This record from OMol25 describes the molecule C5H9NO in a non-equilibrium geometry. The level of theory is ωB97M-V/def2-TZVPD.

ORCA input file:
```
! RIJCOSX wB97M-V def2-TZVPD def2/J DEFGRID3
* xyz 0 1
O 0.84686 -1.82527 0.06320
N -1.39553 -2.16977 0.17486
C 1.48149 1.32425 -0.42458
C -0.03236 1.43550 -0.59760
C -0.23932 -1.55397 0.53946
C -0.24831 -0.27151 1.25710
C -0.79177 0.50127 0.28110
H 0.68853 0.00719 1.72664
H 1.97748 1.87230 -1.22208
H 1.80011 1.74508 0.52569
H -0.35411 2.47869 -0.51576
H -0.28606 1.10599 -1.61181
H -1.73478 0.17751 -0.14273
H 1.79100 0.28442 -0.47349
H -2.20620 -2.08353 0.75984
H -1.29702 -3.02815 -0.33981
*
```

Values from the calculation:
* structure (SMILES): CC/C=C/C(N)=O
* LUMO: 0.85 eV
* orbital gap: 9.7 eV
* relative energy (zero: lowest compared OMol25 entry of this formula, charge and spin): 55.3 kcal per mole
* total energy: -325.8494 Ha


No. 6
This record from OMol25 describes the molecule C18H14F3N5O2S in a non-equilibrium geometry. The level of theory is ωB97M-V/def2-TZVPD.

ORCA input file:
```
! RIJCOSX wB97M-V def2-TZVPD def2/J DEFGRID3
* xyz 0 1
S -1.12936 -0.00961 -0.78461
F -6.51747 0.99946 2.36870
F -5.06948 2.53658 1.67206
F -6.23000 1.26742 0.25447
O -1.36831 1.27392 -1.49896
O -0.76266 -1.08951 -1.73636
N 1.42421 -0.07438 0.02519
N 0.10086 0.16616 0.37961
N 5.93407 6.10758 0.93258
N 5.72352 0.80057 -0.41235
N 5.46538 -0.52317 -0.62381
C 2.13742 0.93926 -0.36651
C -4.47396 -0.96353 2.16644
C 4.56149 2.93821 0.05802
C 6.96128 1.32290 -0.17642
C -4.53384 0.17809 1.37724
C -3.53429 -1.96129 1.94022
C -3.49111 0.45025 0.54806
C 7.02811 2.66772 0.08273
C 5.85585 3.55863 0.21705
C -1.47379 -2.92905 0.72136
C 5.92325 4.97220 0.61941
C -0.10780 1.03688 1.54845
C -2.54637 -0.56895 0.26395
C 3.59828 0.60069 -0.44619
C -5.57148 1.24100 1.42389
C 4.59073 1.51523 -0.37506
C -2.57405 -1.86636 0.88451
C 4.19327 -0.64652 -0.52535
H -3.49783 1.40023 0.01105
H -0.95305 0.62111 2.14964
H 3.60944 3.33400 0.44222
H 1.85423 2.03344 -0.49820
H -0.53816 -2.57446 0.66453
H -1.50228 -3.57246 1.56858
H 0.91543 0.93403 2.06987
H 8.02634 3.09008 0.18240
H -3.61615 -2.89324 2.57243
H -5.29862 -1.21203 2.84406
H 7.73549 0.63210 -0.30684
H -0.08682 2.08906 1.23231
H 3.56450 -1.57467 -0.52480
H -1.57163 -3.49295 -0.19098
*
```

Values from the calculation:
* structure (SMILES): Cc1ccc(C(F)(F)F)cc1S(=O)(=O)N(C)/N=C/c1cnn2ccc(C#N)cc12
* LUMO: -0.95 eV
* orbital gap: 7.8 eV
* relative energy (zero: lowest compared OMol25 entry of this formula, charge and spin): 0.0 kcal per mole
* total energy: -1816.2063 Ha


No. 7
This record from OMol25 describes the ion C2H2F3N2 with charge +1 in a non-equilibrium geometry. The level of theory is ωB97M-V/def2-TZVPD.

ORCA input file:
```
! RIJCOSX wB97M-V def2-TZVPD def2/J DEFGRID3
* xyz 1 1
F -0.32808 -2.06275 1.28696
F 1.25477 -0.44933 1.36181
F -0.82109 0.10705 1.60567
N 0.42190 1.75050 -1.17005
N 0.01223 0.71916 -0.85101
C -0.07993 -0.57581 -0.49984
C 0.01723 -0.77967 1.00789
H -0.37781 -1.36395 -1.26653
H -0.09922 2.65480 -1.47491
*
```

Values from the calculation:
* structure (SMILES): N=[N+]=CC(F)(F)F
* LUMO: -7.04 eV
* orbital gap: 9.9 eV
* relative energy (zero: lowest compared OMol25 entry of this formula, charge and spin): 26.8 kcal per mole
* total energy: -486.1169 Ha


Which of these has the lowest LUMO?
C2H2F3N2


What is the formula in the seventh record?
C2H2F3N2


Which of these has the highest LUMO?
Cl4Mg


total energy of number 7 (C2H2F3N2)?
-486.1169 Ha